No. 1
{"formula": "C3H8N2O", "method": "ωB97M-V with the def2-TZVPD basis set", "spin_multiplicity": 1, "charge": 0, "e_lumo_ev": 0.868, "relative_energy_kcal_mol": 30.9, "homo_lumo_gap_ev": 9.724, "smiles": "CNCC(N)=O", "symbols": ["C", "N", "C", "C", "N", "O", "H", "H", "H", "H", "H", "H", "H", "H"], "positions_angstrom": [[-1.784, 1.201, 0.975], [-0.343, 0.893, 0.638], [-0.071, -0.324, -0.069], [1.337, -0.309, -0.688], [1.920, -1.500, -1.196], [1.990, 0.742, -0.655], [-2.375, 1.306, 0.018], [-2.287, 0.335, 1.436], [-1.839, 2.098, 1.592], [0.278, 0.888, 1.457], [-0.144, -1.245, 0.534], [-0.825, -0.423, -1.014], [1.331, -2.331, -1.379], [2.810, -1.331, -1.651]], "atomic_forces_ev_per_a": [[0.7, -1.5, -1.4], [-0.6, 0.4, 0.7], [-1.4, -0.8, -2.6], [1.8, 1.1, 0.0], [-1.8, 1.1, 0.8], [-0.8, -2.0, -0.3], [0.9, 0.4, 0.8], [0.1, 0.3, 0.5], [0.0, -0.2, -0.2], [-0.7, 0.4, -0.4], [-0.3, 0.0, -0.2], [1.5, 0.1, 2.2], [0.9, 1.0, 0.0], [-0.4, -0.4, 0.0]]}

=====

No. 2
{"formula": "C3H8N2O", "method": "ωB97M-V with the def2-TZVPD basis set", "spin_multiplicity": 1, "charge": 0, "e_lumo_ev": 0.705, "relative_energy_kcal_mol": 75.0, "homo_lumo_gap_ev": 7.649, "symbols": ["C", "N", "C", "C", "O", "N", "H", "H", "H", "H", "H", "H", "H", "H"], "positions_angstrom": [[-1.035, -0.496, 1.150], [-0.495, -0.221, -0.236], [-1.000, 1.096, -0.712], [0.988, -0.308, -0.587], [1.344, -0.139, -1.730], [1.729, -0.587, 0.486], [-0.661, -1.492, 1.429], [-0.573, 0.272, 1.791], [-0.919, -0.916, -0.853], [-0.702, 1.263, -1.747], [-2.080, 1.070, -0.582], [-0.577, 1.863, -0.060], [2.723, -0.702, 0.380], [1.251, -0.723, 1.371]], "atomic_forces_ev_per_a": [[0.3, -0.1, 0.1], [0.0, 0.0, -0.3], [0.0, 0.2, 0.0], [0.2, 0.0, -0.1], [-0.2, -0.1, 0.5], [0.0, 0.0, -0.1], [-0.1, 0.1, 0.0], [-0.1, -0.1, 0.0], [0.0, 0.0, 0.1], [0.0, 0.0, 0.2], [0.1, 0.1, -0.1], [-0.1, -0.1, -0.1], [-0.1, 0.0, 0.0], [0.0, 0.0, -0.1]]}

=====

No. 3
{"formula": "C3H8N2O2", "method": "ωB97M-V with the def2-TZVPD basis set", "spin_multiplicity": 1, "charge": 0, "e_lumo_ev": 0.430, "relative_energy_kcal_mol": 108.7, "homo_lumo_gap_ev": 9.990, "smiles": "[H]/N=C(\\N)[C@H](O)CO", "symbols": ["C", "C", "C", "H", "H", "H", "H", "H", "H", "H", "H", "N", "N", "O", "O"], "positions_angstrom": [[-0.418, -0.440, 0.865], [-0.214, -0.342, -0.596], [0.340, 1.018, -1.250], [-2.139, 0.101, 2.161], [-1.673, 1.199, 0.428], [0.859, -1.301, 2.551], [-1.067, -0.900, -1.004], [0.957, -1.571, 0.086], [-0.320, 1.943, -1.086], [0.434, 1.008, -2.375], [1.866, 0.272, -0.702], [-1.540, 0.273, 1.256], [0.595, -1.044, 1.483], [0.694, -1.411, -1.006], [1.624, 1.194, -0.811]], "atomic_forces_ev_per_a": [[1.9, 0.9, 3.5], [0.2, -2.1, -3.7], [-2.3, 0.5, -1.1], [2.0, 1.0, -2.7], [-0.2, -3.9, 3.9], [-1.9, 1.3, -3.3], [-1.0, 1.8, -0.3], [0.4, -0.5, -2.5], [0.8, -1.1, 0.4], [-0.9, -0.8, 0.9], [1.1, -0.5, 0.1], [-0.7, 2.2, -1.2], [-1.2, -0.3, 1.1], [1.4, 1.1, 3.9], [0.5, 0.4, 1.1]]}

=====

No. 4
{"formula": "C3H8N2O2", "method": "ωB97M-V with the def2-TZVPD basis set", "spin_multiplicity": 1, "charge": 0, "e_lumo_ev": 0.443, "relative_energy_kcal_mol": 29.5, "homo_lumo_gap_ev": 9.959, "smiles": "NC(=O)[C@H](N)CO", "symbols": ["N", "C", "C", "O", "C", "N", "O", "H", "H", "H", "H", "H", "H", "H", "H"], "positions_angstrom": [[0.657, 1.118, -0.854], [-0.117, -0.141, -0.657], [-1.346, 0.115, 0.277], [-1.913, 1.388, 0.115], [0.803, -1.290, -0.206], [1.605, -1.094, 0.891], [0.984, -2.235, -0.933], [0.704, 1.643, 0.008], [0.035, 1.671, -1.424], [-0.410, -0.422, -1.664], [-2.042, -0.689, 0.044], [-1.047, -0.058, 1.319], [-1.868, 1.883, 0.936], [1.532, -0.215, 1.348], [2.423, -1.675, 0.801]], "atomic_forces_ev_per_a": [[-0.1, -0.8, -0.1], [0.0, 1.2, 0.6], [0.8, -1.3, 0.1], [-0.2, 0.1, -0.4], [0.7, 1.2, -0.5], [-1.3, -0.7, -0.9], [-0.3, -0.8, -0.2], [0.1, 0.0, 0.3], [0.1, 0.3, -0.2], [-0.3, -0.2, 0.1], [-0.5, 0.2, 0.0], [0.1, 0.2, -0.1], [0.0, -0.1, 0.0], [0.7, 0.3, 0.4], [0.3, 0.4, 0.7]]}

=====

No. 5
{"formula": "C3H8N2O2", "method": "ωB97M-V with the def2-TZVPD basis set", "spin_multiplicity": 1, "charge": 0, "e_lumo_ev": 0.685, "relative_energy_kcal_mol": 38.2, "homo_lumo_gap_ev": 10.039, "smiles": "NCC(=O)NCO", "symbols": ["O", "C", "N", "C", "O", "C", "N", "H", "H", "H", "H", "H", "H", "H", "H"], "positions_angstrom": [[1.644, -0.204, 1.456], [0.707, 0.138, 0.780], [-0.597, 0.161, 1.325], [-1.799, 0.107, 0.488], [-1.750, -0.947, -0.436], [0.930, 0.517, -0.685], [1.834, -0.379, -1.376], [-0.629, 0.883, 2.036], [-1.953, 1.068, 0.000], [-2.638, -0.036, 1.172], [-0.959, -1.464, -0.238], [1.297, 1.531, -0.760], [-0.022, 0.518, -1.223], [2.531, -0.712, -0.720], [1.406, -1.180, -1.817]], "atomic_forces_ev_per_a": [[0.1, 0.3, 0.3], [-0.1, -0.1, -0.5], [0.3, 0.2, -0.3], [0.2, 0.5, 0.7], [0.3, 0.1, 0.0], [-1.0, -0.8, -0.6], [0.7, 0.0, 0.1], [-0.2, -0.5, 0.4], [-0.1, 0.0, -0.6], [0.0, -0.1, 0.0], [-0.3, -0.2, 0.0], [0.2, 0.4, 0.4], [0.1, 0.1, 0.1], [0.1, 0.0, -0.1], [-0.3, 0.1, 0.2]]}

=====

No. 6
{"formula": "C3H8N2O2", "method": "ωB97M-V with the def2-TZVPD basis set", "spin_multiplicity": 1, "charge": 0, "e_lumo_ev": [-0.604, -0.603], "relative_energy_kcal_mol": 135.6, "homo_lumo_gap_ev": [7.364, 7.365], "symbols": ["C", "C", "N", "C", "N", "O", "O", "H", "H", "H", "H", "H", "H", "H", "H"], "positions_angstrom": [[0.390, -1.011, -0.142], [1.038, 0.917, 1.136], [1.194, 0.090, -0.046], [-0.390, -0.011, -1.398], [-1.618, 0.361, -0.787], [-0.395, -1.347, 0.978], [-0.161, -0.404, -2.552], [-0.722, -2.245, 0.859], [0.403, 0.928, -1.092], [0.808, -1.866, -0.669], [-1.809, -0.098, 0.096], [-1.788, 1.354, -0.755], [1.594, 1.843, 0.999], [1.460, 0.358, 1.979], [-0.004, 1.132, 1.393]], "atomic_forces_ev_per_a": [[-0.1, 0.1, 0.2], [-0.1, 0.0, 0.0], [-0.5, -0.3, -0.4], [0.2, -0.1, 0.1], [0.2, -0.1, 0.1], [0.1, 0.1, -0.2], [0.1, 0.0, 0.4], [0.0, 0.1, 0.0], [0.0, 0.1, 0.1], [0.0, 0.1, 0.0], [0.0, 0.0, -0.1], [0.1, 0.0, 0.0], [0.0, 0.0, 0.0], [0.0, 0.0, -0.1], [0.0, 0.0, 0.0]]}

=====

No. 7
{"formula": "C3H8N2O2", "method": "ωB97M-V with the def2-TZVPD basis set", "spin_multiplicity": 1, "charge": 0, "e_lumo_ev": [-1.002, -1.266], "relative_energy_kcal_mol": 167.7, "homo_lumo_gap_ev": [8.127, 8.951], "symbols": ["C", "C", "C", "N", "N", "O", "O", "H", "H", "H", "H", "H", "H", "H", "H"], "positions_angstrom": [[0.124, 1.088, -0.947], [-1.419, -0.744, -0.255], [-0.290, 0.100, 0.033], [1.672, -0.917, -0.202], [0.079, 0.345, 1.356], [0.883, 1.292, 1.467], [-0.225, -0.418, 2.237], [-0.804, 1.566, -1.144], [0.879, 1.871, -0.682], [0.407, 0.600, -1.865], [-1.203, -1.757, -0.415], [-1.970, -0.720, 0.738], [-2.064, -0.249, -1.002], [2.235, -0.240, 0.484], [1.695, -1.817, 0.196]], "atomic_forces_ev_per_a": [[0.4, 1.5, -0.5], [-2.4, 1.2, 2.1], [3.9, -1.5, -1.6], [-0.1, 4.0, 0.6], [2.5, 1.5, 0.6], [-0.9, -0.4, 1.3], [-0.8, -0.3, 0.8], [-0.9, 1.2, -0.6], [-0.8, -1.2, 0.0], [0.1, -0.3, -0.3], [0.3, -1.3, -0.7], [0.1, -0.3, -1.2], [0.4, -0.7, 0.1], [-1.6, -2.0, -1.7], [-0.2, -1.5, 1.1]]}

=====

No. 8
{"formula": "C3H8N2O2", "method": "ωB97M-V with the def2-TZVPD basis set", "spin_multiplicity": 1, "charge": 0, "e_lumo_ev": 0.478, "relative_energy_kcal_mol": 59.3, "homo_lumo_gap_ev": 10.087, "smiles": "C=N[C@H](N)O.C=O", "symbols": ["N", "C", "O", "N", "C", "C", "O", "H", "H", "H", "H", "H", "H", "H", "H"], "positions_angstrom": [[2.285, 0.968, -0.405], [0.870, 0.761, -0.498], [0.295, 1.500, 0.528], [0.508, -0.658, -0.317], [-0.255, -1.156, -1.194], [-1.914, -0.543, 1.627], [-2.281, 0.421, 0.988], [2.562, 0.768, 0.553], [2.772, 0.313, -1.009], [0.528, 1.100, -1.495], [-0.577, -2.196, -1.105], [-0.639, -0.591, -2.057], [-0.853, -0.708, 1.871], [-2.639, -1.301, 1.973], [-0.664, 1.323, 0.540]], "atomic_forces_ev_per_a": [[0.0, -0.2, 0.0], [0.1, 0.0, -0.3], [-0.2, 0.0, 0.0], [-0.3, -0.2, -0.3], [0.2, 0.1, 0.1], [-0.2, 0.5, -0.3], [0.2, -0.6, 0.4], [0.0, 0.0, -0.1], [0.0, 0.1, 0.0], [0.0, 0.0, 0.2], [0.1, 0.1, 0.0], [0.1, 0.0, 0.1], [-0.1, 0.1, 0.0], [0.0, 0.1, 0.0], [0.1, 0.1, 0.1]]}

=====

So what do the calculations give for maximum force? Going down the list: 0.0594 0.0100 0.1076 0.0336 0.0287 0.0143 0.0875 0.0146 Eh/bohr.